# 1
This record from the Open Molecules 2025 dataset describes C23H28BCsN8O4 as an isolated structure in a non-equilibrium geometry. The level of theory is ωB97M-V/def2-TZVPD.

Structure (ORCA input):
```
! wB97M-V def2-TZVPD RIJCOSX def2/J DEFGRID3
* xyz -2 1
Cs -2.118 0.966 -0.940
C 5.618 -4.618 0.415
C 4.092 -4.741 0.362
C 3.540 -4.560 1.794
O 3.784 -5.962 -0.342
C 3.566 -3.557 -0.575
O 3.604 -2.380 -0.181
O 3.102 -4.035 -1.642
H 5.970 -5.473 1.000
H 6.089 -3.718 0.886
H 6.056 -4.605 -0.580
H 3.594 -5.514 2.389
H 2.476 -4.297 1.709
H 4.062 -3.836 2.355
H 3.325 -5.530 -1.124
B -2.978 -0.723 1.885
N -4.392 -0.924 1.193
C -5.418 -1.776 1.489
C -6.248 -1.791 0.407
C -5.699 -0.908 -0.523
N -4.559 -0.390 -0.037
N -2.712 0.653 2.542
C -2.785 1.016 3.852
C -2.292 2.298 3.905
C -1.969 2.691 2.562
N -2.216 1.618 1.788
H -2.928 -1.635 2.831
H -2.203 -1.152 1.055
H -5.452 -2.276 2.439
H -7.070 -2.464 0.290
H -6.140 -0.582 -1.453
H -2.975 0.256 4.584
H -2.292 2.896 4.832
H -1.509 3.576 2.204
O -0.250 3.667 -2.592
C -0.278 4.684 -1.820
C -0.778 5.970 -2.224
C -0.926 7.032 -1.348
C -0.501 6.930 -0.032
C 0.130 5.776 0.378
C 0.317 4.685 -0.507
C 1.128 3.538 -0.050
N 1.821 3.452 1.012
C 2.542 2.248 0.919
C 2.269 1.695 -0.305
N 1.350 2.471 -0.937
H -1.099 6.025 -3.230
H -1.311 8.005 -1.689
H -0.474 7.780 0.662
H 0.715 5.781 1.264
H 3.218 1.778 1.598
H 2.667 0.780 -0.715
H 0.888 2.476 -1.865
C -1.252 -2.920 -1.908
C -0.144 -2.104 -2.509
N -0.317 -0.954 -3.195
C 0.989 -0.472 -3.418
C 1.886 -1.289 -2.829
N 1.181 -2.310 -2.267
H -2.136 -2.338 -1.970
H -1.010 -3.054 -0.794
H -1.403 -3.863 -2.410
H 1.169 0.474 -3.999
H 2.928 -1.317 -2.742
H 1.759 -3.154 -1.850
*
```

The HOMO-LUMO gap is 5.54 eV. The calculation puts the electronic energy at -1677.40397 Ha. Its relative energy (zero: lowest compared OMol25 entry of this formula, charge and spin) is 11.5 kcal/mol.

# 2
This record from the Open Molecules 2025 dataset describes a 2-piece molecular cluster, H2N2O2 overall in a non-equilibrium geometry. The level of theory is ωB97M-V/def2-TZVPD.

Structure (ORCA input):
```
! wB97M-V def2-TZVPD RIJCOSX def2/J DEFGRID3
* xyz -2 1
N 1.000 0.411 -0.316
N -1.101 -0.076 0.231
O 1.715 -0.673 -0.314
O -1.821 0.685 1.106
H 0.710 0.557 -1.360
H -0.504 -0.903 0.654
*
```

The HOMO-LUMO gap (alpha / beta) is 4.75 / 4.89 eV. The calculation puts the electronic energy at -260.85045 Ha. Its relative energy (zero: lowest compared OMol25 entry of this formula, charge and spin) is 109.4 kcal/mol.